(1)
# C4H9NO3

C4H9NO3 in the gas phase at a distorted geometry (ωB97M-V/def2-TZVPD, the OMol25 dataset).

XYZ file:
```
17
Properties=species:S:1:pos:R:3:forces:R:3:mulliken_charge:R:1
N -0.172 -1.283 1.103 -0.63 0.40 1.28 -0.59
C -0.362 0.093 0.601 0.80 -0.91 -1.96 0.42
C 0.403 0.133 -0.755 0.14 -0.11 1.87 -0.87
C -0.169 -0.694 -1.875 0.85 -0.40 -1.20 -0.16
O 0.037 -0.063 -3.146 -0.47 0.58 -0.22 -0.56
C 0.066 1.192 1.561 0.20 -0.66 1.91 0.15
O 1.053 1.859 1.654 0.00 0.16 -0.85 -0.54
O -0.865 1.139 2.556 -1.07 -0.19 -0.02 -0.45
H 0.651 -1.820 0.850 0.12 0.77 -0.16 0.23
H -0.259 -1.269 2.115 -0.09 -0.40 -0.18 0.24
H -1.433 0.208 0.498 -0.28 0.21 -0.32 0.24
H 0.546 1.159 -1.096 0.12 -0.01 0.11 0.43
H 1.349 -0.331 -0.401 0.04 0.82 -0.84 0.32
H 0.379 -1.624 -2.013 -0.17 -0.45 0.73 0.20
H -1.222 -0.936 -1.792 -0.23 0.23 0.09 0.31
H 0.853 0.451 -3.135 -0.13 -0.20 0.13 0.30
H -0.855 1.786 3.275 0.82 0.16 -0.38 0.34
```
Forces are in eV/Å.

* orbital gap: 0.37693 Eh
* energy above the lowest of the compared OMol25 structures with the same formula, charge and spin: 153.4 kJ/mol
* charge: 0
* SMILES string: N[C@H](CCO)C(=O)O
* E: -438.27065 Eh

(2)
# C4H9NO3

2 unconnected molecules or ions with the total composition C4H9NO3 at a distorted geometry (ωB97M-V/def2-TZVPD, the OMol25 dataset).

XYZ file:
```
17
Properties=species:S:1:pos:R:3:forces:R:3:mulliken_charge:R:1
C -0.458 -0.986 -1.009 0.52 -4.67 -2.78 -0.25
O 0.144 -0.826 -2.134 -1.22 0.67 1.77 -0.55
C -0.484 0.410 0.036 2.42 4.09 3.75 0.13
C -0.599 0.129 1.461 -1.29 1.08 -4.27 -0.66
C 0.544 0.043 2.276 2.25 -0.13 3.23 0.75
O 0.230 0.199 3.616 -0.91 -0.68 -0.53 -0.47
O 1.740 -0.087 2.035 -1.10 -0.30 -0.99 -0.62
N 0.815 1.021 -0.312 -1.01 -1.62 1.16 -0.64
H -1.486 -1.422 -1.060 -0.20 1.31 0.00 0.31
H 0.036 -1.653 -0.275 0.59 0.56 -0.10 0.28
H -1.194 1.176 -0.296 -1.03 -1.21 -0.47 0.38
H -0.433 0.318 -4.443 -0.01 -0.02 -0.01 -0.23
H -1.581 0.164 1.914 0.16 -0.19 0.11 0.40
H 0.819 -0.394 4.103 0.30 0.44 0.08 0.35
H 1.449 0.685 0.427 0.45 0.56 -0.94 0.29
H -0.660 0.535 -5.117 0.01 0.02 0.01 0.22
H 1.118 0.689 -1.221 0.08 0.10 -0.02 0.31
```
Forces are in eV/Å.

* orbital gap: 0.23222 Eh
* energy above the lowest of the compared OMol25 structures with the same formula, charge and spin: 615.9 kJ/mol
* charge: 0
* E: -438.09450 Eh

(3)
# C4H9NO3

A molecular structure, C4H9NO3 at a distorted geometry (ωB97M-V/def2-TZVPD, the OMol25 dataset).

XYZ file:
```
17
Properties=species:S:1:pos:R:3:forces:R:3:mulliken_charge:R:1
C -1.946 -0.899 -0.056 -3.82 2.01 -0.33 -0.52
C -0.040 0.220 -0.090 6.68 4.66 6.73 0.05
C -0.213 1.762 0.087 -3.89 2.98 1.45 -0.99
C 1.620 0.172 -0.218 0.72 -1.93 -0.64 0.15
H -2.514 -1.093 -1.103 -0.63 -0.21 3.59 0.26
H -2.357 0.143 0.740 1.00 -3.03 -3.15 0.21
H -1.826 -1.663 0.748 0.24 -0.01 -1.25 0.30
H -0.018 -0.048 1.061 -0.48 -0.34 -1.92 0.38
H 0.245 2.446 1.017 -0.20 -2.77 -2.52 0.30
H -1.349 1.977 0.465 2.14 -0.70 -1.30 0.25
H -0.115 2.374 -0.837 0.17 -0.60 0.61 0.29
H 3.286 -1.259 -0.172 -3.30 0.33 0.51 0.30
H 0.312 -1.475 -0.461 3.40 -3.95 1.16 0.58
N 2.245 -1.068 0.164 -0.99 0.23 -1.25 -0.17
O -0.812 -0.572 -0.808 0.40 -0.32 -0.66 -0.34
O 2.257 1.152 -0.500 -0.22 -0.18 0.23 -0.53
O 1.225 -2.170 -0.037 -1.22 3.86 -1.28 -0.51
```
Forces are in eV/Å.

* orbital gap: 0.35438 Eh
* energy above the lowest of the compared OMol25 structures with the same formula, charge and spin: 789.3 kJ/mol
* charge: 0
* E: -438.02844 Eh

(4)
# C4H9NO3

2 unconnected molecules or ions with the total composition C4H9NO3 at a distorted geometry (ωB97M-V/def2-TZVPD, the OMol25 dataset).

XYZ file:
```
17
Properties=species:S:1:pos:R:3:forces:R:3:mulliken_charge:R:1
N -0.152 -2.106 0.211 -0.50 -0.74 -0.52 -0.37
C 0.885 -1.447 0.795 -0.04 1.56 1.87 0.33
O 1.920 -1.905 1.213 0.24 -1.26 -0.56 -0.59
C 0.715 0.060 0.951 -1.13 0.15 -3.12 -0.54
C 1.140 0.670 -0.485 -1.63 -1.18 0.15 -0.52
C -0.146 0.870 -1.274 0.87 -0.30 -0.33 0.05
O -0.520 1.967 -1.575 -0.51 0.36 -0.28 -0.49
H -1.092 -1.801 0.257 -0.53 1.54 0.14 0.22
H -0.270 -3.092 0.181 1.30 -0.97 0.14 0.24
H 1.430 0.486 1.607 0.27 -0.11 1.09 0.33
H -0.347 0.392 1.116 1.05 -0.28 0.25 0.34
H 1.792 0.009 -1.098 -0.11 0.35 0.76 0.33
H 1.545 1.645 -0.332 0.53 0.55 -0.08 0.31
H -0.700 -0.049 -1.623 0.24 0.45 0.38 0.35
O -2.752 1.513 0.242 -0.48 -1.09 0.22 -0.62
H -2.760 2.332 -0.234 0.27 0.86 -0.39 0.31
H -3.292 0.940 -0.322 0.16 0.11 0.29 0.31
```
Forces are in eV/Å.

* orbital gap: 0.37399 Eh
* energy above the lowest of the compared OMol25 structures with the same formula, charge and spin: 140.4 kJ/mol
* charge: 0
* SMILES string: NC(=O)CCC=O.O
* E: -438.27559 Eh

Which value of E does entry 1 give? -438.27065 Eh